{"formula": "C30H52N8O6", "method": "ωB97M-V with the def2-TZVPD basis set", "symbols": ["O", "O", "O", "O", "O", "O", "N", "N", "N", "N", "N", "N", "N", "N", "C", "C", "C", "C", "C", "C", "C", "C", "C", "C", "C", "C", "C", "C", "C", "C", "C", "C", "C", "C", "C", "C", "C", "C", "C", "C", "C", "C", "C", "C", "H", "H", "H", "H", "H", "H", "H", "H", "H", "H", "H", "H", "H", "H", "H", "H", "H", "H", "H", "H", "H", "H", "H", "H", "H", "H", "H", "H", "H", "H", "H", "H", "H", "H", "H", "H", "H", "H", "H", "H", "H", "H", "H", "H", "H", "H", "H", "H", "H", "H", "H", "H"], "positions_angstrom": [[-18.234, 15.054, 5.306], [-16.317, 16.612, 10.647], [-14.966, 17.329, 9.013], [-18.453, 13.444, 6.815], [-16.421, 14.265, 6.258], [-16.995, 16.708, 8.526], [-16.577, 12.321, 14.289], [-16.649, 9.164, 5.101], [-21.571, 12.456, 13.409], [-12.016, 5.150, 9.647], [-10.913, 11.533, 16.056], [-15.466, 7.432, 13.573], [-14.977, 11.079, 9.628], [-12.772, 14.029, 9.063], [-20.045, 14.083, 12.059], [-10.856, 12.567, 15.538], [-18.237, 16.131, 8.973], [-20.918, 13.244, 12.911], [-19.648, 14.961, 5.064], [-15.891, 13.309, 7.202], [-11.039, 12.266, 8.269], [-17.623, 8.744, 10.995], [-12.617, 6.115, 9.679], [-16.186, 13.400, 14.370], [-11.521, 8.630, 10.892], [-19.463, 12.314, 10.407], [-15.035, 12.080, 10.183], [-15.118, 13.330, 10.943], [-12.031, 13.238, 8.740], [-18.948, 13.226, 11.494], [-17.468, 9.797, 7.511], [-16.111, 16.895, 9.488], [-15.585, 14.731, 14.438], [-13.366, 7.389, 9.684], [-12.983, 8.311, 10.913], [-17.377, 9.168, 13.480], [-16.366, 8.145, 13.585], [-17.734, 14.161, 6.155], [-10.420, 12.890, 12.538], [-18.359, 8.929, 12.304], [-13.956, 17.491, 10.045], [-10.776, 13.852, 14.826], [-9.883, 13.817, 13.607], [-17.020, 9.410, 6.167], [-14.342, 18.248, 10.713], [-11.581, 11.471, 7.753], [-10.877, 7.765, 11.026], [-15.958, 15.200, 15.338], [-20.609, 14.659, 11.313], [-10.780, 11.926, 12.886], [-16.812, 10.087, 13.301], [-9.760, 12.693, 11.706], [-16.992, 9.582, 10.699], [-15.414, 14.170, 10.311], [-18.101, 15.163, 9.492], [-10.245, 12.727, 7.688], [-11.352, 13.301, 12.167], [-20.315, 11.764, 10.835], [-13.574, 9.223, 10.939], [-18.672, 16.775, 9.748], [-15.760, 15.377, 13.561], [-15.906, 13.151, 11.672], [-18.083, 8.969, 7.876], [-19.718, 12.830, 9.481], [-10.458, 14.584, 15.562], [-8.901, 13.477, 13.920], [-13.818, 16.551, 10.564], [-13.208, 7.820, 11.866], [-17.131, 7.798, 11.014], [-18.392, 8.688, 10.213], [-14.492, 14.639, 14.478], [-14.896, 13.637, 7.484], [-14.237, 13.602, 11.484], [-20.186, 14.998, 5.996], [-18.715, 11.564, 10.090], [-11.796, 14.161, 14.597], [-16.555, 13.260, 8.067], [-13.055, 17.718, 9.510], [-18.073, 10.699, 7.603], [-15.859, 12.321, 6.749], [-18.893, 16.032, 8.115], [-19.852, 14.011, 4.593], [-19.077, 9.723, 12.153], [-19.869, 15.759, 4.370], [-9.716, 14.824, 13.206], [-17.873, 9.392, 14.427], [-10.639, 11.756, 9.147], [-19.565, 14.829, 12.706], [-11.258, 9.118, 9.959], [-19.036, 8.087, 12.494], [-18.514, 12.632, 12.323], [-14.408, 7.117, 9.630], [-13.061, 7.893, 8.776], [-18.159, 13.881, 11.133], [-16.535, 9.881, 8.070], [-11.295, 9.262, 11.740]], "forces_ev_per_angstrom": [[0.721, 0.274, -0.448], [-0.050, 0.070, 0.492], [0.401, 0.149, -0.191], [0.259, -0.536, 0.025], [0.001, -0.329, -0.010], [-0.436, -0.164, -0.536], [-0.028, 0.466, 0.068], [-0.234, 0.053, 0.906], [-0.685, -0.713, 0.837], [0.733, -1.231, -0.011], [0.068, 1.204, -0.521], [-0.152, -0.152, 0.071], [-0.052, -0.116, -0.185], [-1.481, 1.500, 0.752], [-0.061, 0.828, 1.376], [-0.039, -1.148, 0.207], [-0.041, 0.022, 1.046], [0.553, 0.983, -1.482], [0.677, -0.355, -0.160], [-0.064, 0.025, 0.139], [-0.706, -0.512, 0.818], [-1.392, 0.148, -0.586], [-0.768, 1.568, 0.205], [0.222, -0.227, -0.537], [0.405, 0.162, 0.171], [0.311, -1.026, -0.168], [0.538, 0.527, 0.278], [-1.236, -0.283, -0.220], [1.871, -1.335, -0.995], [0.720, -0.542, -0.123], [0.216, -0.957, -0.156], [-0.154, -0.849, 0.457], [0.415, 0.153, -0.294], [0.788, 0.152, 1.063], [-0.603, -1.328, -0.108], [-0.860, 1.070, -0.342], [0.510, -0.349, 0.041], [-1.246, 0.545, 0.482], [-1.074, -0.102, -0.121], [-0.006, -0.107, 0.280], [-0.820, -0.386, -0.500], [-0.493, 0.158, 0.775], [0.729, -0.330, -0.228], [-0.244, 0.658, -1.003], [0.498, 0.254, 0.265], [0.190, 0.214, -0.448], [-0.078, -0.310, -0.215], [0.093, 0.358, 0.142], [-0.056, -0.432, 0.102], [0.494, -0.279, 0.561], [-0.070, 0.025, -0.181], [0.329, 0.205, -0.181], [0.351, -0.120, 0.347], [0.088, -0.179, -0.027], [0.235, 0.339, -0.685], [-0.153, -0.047, -0.093], [-0.147, 0.425, -0.531], [0.080, 0.096, -0.543], [-0.160, 0.007, -0.486], [-0.062, 0.054, -0.404], [-0.461, -0.473, 0.273], [-0.144, 0.187, 0.137], [0.276, 0.104, 0.241], [-0.338, 0.191, 0.160], [0.340, 0.186, 0.055], [0.207, -0.079, 0.120], [-0.044, -0.134, 0.151], [-0.173, -0.242, -0.272], [0.872, -0.499, -0.250], [0.173, -0.144, 0.013], [-0.258, -0.147, 0.311], [-0.017, 0.118, -0.111], [0.786, -0.150, 0.036], [-0.308, 0.274, 0.242], [-0.171, 0.232, 0.335], [-0.123, -0.112, -0.285], [0.204, 0.038, -0.016], [0.303, 0.483, -0.072], [0.276, 0.139, -0.539], [0.064, -0.023, -0.072], [0.182, 0.052, -0.075], [-0.168, -0.304, -0.146], [0.103, 0.797, 0.520], [-0.136, 0.224, 0.138], [-0.298, -0.126, 0.112], [-0.041, -0.473, -0.013], [0.284, 0.207, 0.005], [-0.275, -0.012, -0.005], [0.280, 0.233, -0.127], [0.501, -0.215, 0.086], [-0.147, 0.252, -0.394], [-0.442, 0.254, 0.052], [-0.211, 0.252, -0.332], [0.166, 0.077, -0.087], [-0.291, 0.086, 0.522], [0.184, 0.499, 0.100]], "lowdin_charge": [0.004, 0.079, 0.023, 0.079, 0.033, 0.026, 0.170, 0.118, 0.153, 0.140, 0.149, 0.155, 0.173, 0.166, -0.190, -0.226, -0.015, -0.230, -0.023, -0.026, -0.039, -0.119, -0.246, -0.255, -0.122, -0.090, -0.254, -0.064, -0.252, -0.291, -0.082, -0.653, -0.051, -0.154, -0.251, -0.192, -0.236, -0.636, -0.107, -0.239, -0.009, -0.202, -0.255, -0.280, 0.098, 0.088, 0.077, 0.082, 0.126, 0.068, 0.072, 0.068, 0.049, 0.063, 0.078, 0.088, 0.059, 0.080, 0.070, 0.103, 0.086, 0.048, 0.074, 0.072, 0.116, 0.112, 0.075, 0.094, 0.062, 0.067, 0.075, 0.072, 0.063, 0.084, 0.064, 0.103, 0.075, 0.093, 0.070, 0.092, 0.092, 0.096, 0.086, 0.097, 0.116, 0.118, 0.070, 0.117, 0.064, 0.116, 0.100, 0.100, 0.105, 0.074, 0.040, 0.064], "multiplicity": 1, "orbital_gap_ev": 10.928, "smiles": "COC(=O)OC.COC(=O)OC.CCCC#N.CCCC#N.CCCC#N.CCCC#N.CC#N.CC#N.CC#N.CC#N"}